1.
Entry from OMol25: C35H43ClLuN2Si2 as an isolated structure in a non-equilibrium geometry (wB97M-V/def2-TZVPD).

Last column: Mulliken charge in e.
Atoms and positions in Å:
C  -2.56  0.19  2.78  -0.376
C  -3.19  0.19  1.50  -1.507
C  -2.73  -0.97  0.79  -0.830
H  -3.92  0.91  1.13  0.480
C  -1.82  -1.68  1.63  -0.268
C  -1.69  -0.94  2.84  -0.221
H  -1.09  -1.24  3.71  0.371
H  -2.78  0.85  3.62  0.842
H  -3.07  -1.30  -0.19  0.882
H  -1.37  -2.65  1.43  0.545
Lu  -0.83  0.44  1.02  1.220
Si  -1.01  0.23  -2.09  -0.312
C  -0.92  1.67  -3.32  0.528
C  0.08  1.62  -4.30  -0.116
H  0.74  0.76  -4.39  0.354
C  0.23  2.70  -5.17  -0.801
H  1.03  2.66  -5.93  0.419
C  -0.60  3.82  -5.05  -0.582
H  -0.45  4.69  -5.69  0.401
C  -1.62  3.84  -4.10  -0.658
H  -2.29  4.70  -4.00  0.432
C  -1.78  2.76  -3.22  -0.229
H  -2.56  2.78  -2.46  0.353
C  -1.25  -1.13  -3.44  0.703
C  -2.25  -0.84  -4.39  -0.693
H  -2.96  -0.03  -4.21  0.367
C  -2.26  -1.47  -5.64  -0.613
H  -2.98  -1.17  -6.41  0.407
C  -1.31  -2.45  -5.93  -0.578
H  -1.30  -2.92  -6.92  0.377
C  -0.37  -2.81  -4.97  -0.879
H  0.39  -3.56  -5.20  0.431
C  -0.37  -2.18  -3.72  -0.114
H  0.40  -2.47  -2.99  0.254
H  -2.31  0.53  -1.43  -0.024
Si  2.66  -1.50  -2.01  0.346
C  2.01  -2.92  -1.00  0.907
C  0.67  -3.23  -0.71  0.295
H  -0.13  -2.54  -0.96  0.664
C  0.33  -4.46  -0.13  -1.065
H  -0.72  -4.70  0.03  0.493
C  1.33  -5.38  0.23  -0.717
H  1.04  -6.33  0.70  0.412
C  2.67  -5.07  -0.03  -0.693
H  3.47  -5.78  0.22  0.379
C  3.01  -3.86  -0.63  -0.775
H  4.06  -3.64  -0.85  0.349
C  1.98  0.19  -1.69  0.385
C  0.57  0.40  -1.10  2.914
H  0.42  -0.45  -0.38  -1.307
C  0.26  1.78  -0.63  -0.613
H  -0.83  2.07  -0.40  0.389
C  1.16  2.83  -0.83  -1.227
H  0.86  3.84  -0.53  0.678
C  2.40  2.60  -1.43  -1.131
H  3.07  3.45  -1.59  0.474
C  2.78  1.32  -1.83  -0.500
H  3.79  1.20  -2.25  0.455
H  4.04  -1.56  -2.13  -0.258
Cl  1.32  -0.70  1.67  -0.457
C  1.47  -1.52  5.07  -1.025
N  0.47  -0.47  5.04  0.599
C  -0.36  -0.47  6.24  -1.104
C  1.04  0.82  4.69  -1.194
C  -0.04  1.85  4.37  -1.129
N  -0.11  2.19  2.93  0.190
C  -1.19  3.21  2.77  -0.923
C  1.19  2.77  2.51  -1.381
H  0.97  -2.47  5.26  0.367
H  2.21  -1.33  5.86  0.345
H  1.98  -1.57  4.10  0.244
H  -1.23  0.20  6.13  0.312
H  -0.74  -1.49  6.39  0.379
H  0.20  -0.16  7.13  0.342
H  1.63  1.23  5.54  0.315
H  1.72  0.65  3.85  0.544
H  -1.04  1.56  4.69  0.550
H  0.22  2.76  4.95  0.380
H  -0.82  4.19  3.13  0.478
H  -1.49  3.30  1.71  0.178
H  -2.07  2.92  3.35  0.389
H  1.90  1.96  2.28  0.303
H  1.06  3.39  1.62  0.440
H  1.59  3.38  3.34  0.438

For the frontier orbital gap (alpha / beta), the calculation gives 6.32 / 5.48 eV. Its electronic energy is -101863.604 eV. Its energy relative to the best compared isomer or geometry (same formula, charge and spin) is 118.1 kcal/mol. The value obtained for the LUMO energy (alpha / beta) is -3.8 / -4.2 eV. The total charge is +1. As for the HOMO energy (alpha / beta): -10.08 / -9.64 eV. As for the spin multiplicity: 1.

***

2.
Entry from OMol25: C35H43N10O3PS4W as an isolated structure in a non-equilibrium geometry (wB97M-V/def2-TZVPD).

Last column: Mulliken charge in e.
Atoms and positions in Å:
W  -0.04  -0.03  -0.69  0.332
N  3.01  2.74  0.97  -0.283
C  2.11  1.74  0.79  0.482
S  2.48  0.51  -0.39  -0.594
N  1.02  1.74  1.47  -1.473
N  0.08  0.78  1.23  1.294
C  -0.53  0.44  2.36  -0.648
C  -1.69  -0.36  2.42  0.805
C  -2.28  -0.74  3.64  -1.314
C  -3.44  -1.47  3.63  -0.479
C  -4.03  -1.78  2.41  -0.943
C  -3.37  -1.39  1.25  0.141
N  -2.22  -0.74  1.23  0.660
H  3.96  2.56  0.68  0.263
H  2.88  3.32  1.78  0.284
H  -0.14  0.87  3.28  0.392
H  -1.80  -0.46  4.57  0.502
H  -3.89  -1.80  4.55  0.447
H  -4.96  -2.32  2.35  0.482
H  -3.78  -1.66  0.28  0.238
S  -2.07  1.36  -0.98  -0.453
C  -3.30  0.38  -1.75  1.123
C  -4.49  0.98  -2.16  -0.827
C  -5.51  0.22  -2.69  -0.598
C  -5.35  -1.16  -2.84  -0.825
C  -4.15  -1.75  -2.48  -0.700
C  -3.12  -0.99  -1.94  -0.894
S  -1.62  -1.79  -1.50  0.263
H  -4.60  2.05  -2.03  0.510
H  -6.42  0.69  -3.01  0.396
H  -6.15  -1.76  -3.24  0.394
H  -4.01  -2.82  -2.61  0.543
C  0.79  -5.31  0.92  -1.962
C  0.28  -3.88  1.12  0.886
C  -1.24  -3.88  1.13  -1.256
P  1.03  -2.58  -0.02  0.493
C  2.66  -2.36  0.92  0.513
C  3.50  -3.56  1.36  -1.889
C  2.36  -1.53  2.17  -1.947
C  1.39  -3.45  -1.68  2.049
C  2.80  -3.98  -1.90  -1.983
C  0.37  -4.51  -2.10  -1.733
H  0.71  -5.85  1.87  0.393
H  1.82  -5.35  0.60  0.410
H  0.18  -5.84  0.20  0.413
H  0.60  -3.53  2.11  0.516
H  -1.66  -4.19  0.18  0.214
H  -1.61  -2.89  1.36  -0.028
H  -1.60  -4.57  1.90  0.585
H  3.27  -1.75  0.25  0.434
H  2.99  -4.14  2.12  0.341
H  4.41  -3.17  1.81  0.488
H  3.79  -4.21  0.55  0.370
H  1.97  -2.15  2.97  0.417
H  1.63  -0.76  1.97  0.390
H  3.27  -1.06  2.53  0.464
H  1.26  -2.63  -2.38  -0.660
H  2.99  -4.88  -1.30  0.413
H  3.56  -3.24  -1.69  0.359
H  2.89  -4.27  -2.95  0.469
H  0.71  -5.51  -1.84  0.387
H  0.25  -4.47  -3.19  0.406
H  -0.60  -4.33  -1.67  0.359
N  3.14  -1.54  -4.89  -0.401
C  1.96  -1.02  -4.47  0.432
C  1.74  -0.74  -3.12  -0.648
N  0.53  -0.34  -2.65  1.666
C  -0.39  -0.09  -3.62  -0.183
C  -0.15  -0.38  -4.94  -1.200
N  1.00  -0.87  -5.38  -0.683
H  3.97  -1.38  -4.34  0.250
H  3.26  -1.58  -5.89  0.293
H  2.55  -0.87  -2.40  0.504
H  -1.35  0.32  -3.32  0.731
H  -0.92  -0.21  -5.69  0.447
O  5.53  7.22  -6.28  -0.665
S  4.40  6.36  -6.02  1.147
O  4.71  4.95  -5.89  -0.651
O  3.16  6.68  -6.71  -0.674
C  3.78  6.80  -4.32  0.138
N  3.95  7.98  -3.77  -0.524
C  3.32  8.19  -2.63  -0.363
C  2.53  7.22  -2.01  -0.638
C  2.43  6.00  -2.68  0.086
N  3.05  5.83  -3.84  -0.249
C  1.72  4.79  -2.21  1.182
C  0.78  4.70  -1.19  -1.423
C  0.24  3.46  -0.87  -0.266
N  0.58  2.33  -1.48  0.328
C  1.47  2.43  -2.48  -0.395
C  2.05  3.61  -2.87  -1.236
H  3.47  9.16  -2.18  0.419
H  2.06  7.41  -1.06  0.362
H  0.44  5.58  -0.66  0.402
H  -0.50  3.38  -0.08  0.540
H  1.77  1.53  -2.99  0.617
H  2.77  3.65  -3.68  0.819

For the frontier orbital gap (alpha / beta), the calculation gives 5.37 / 4.70 eV. Its electronic energy is -112490.581 eV. Its energy relative to the best compared isomer or geometry (same formula, charge and spin) is 75.4 kcal/mol. The value obtained for the LUMO energy (alpha / beta) is -1.7 / -2.4 eV. The total charge is 0. As for the HOMO energy (alpha / beta): -7.06 / -7.06 eV. As for the spin multiplicity: 3.

***

3.
Entry from OMol25: a 6-piece molecular cluster, C35H44BN4O overall (wB97M-V/def2-TZVPD).

Last column: Mulliken charge in e.
Atoms and positions in Å:
C  0.94  -5.48  1.85  -0.897
B  -0.59  -5.58  1.56  0.424
O  -1.10  -6.14  0.43  -0.548
N  -1.60  -5.02  2.51  0.062
C  -2.84  -5.57  2.34  0.199
N  -3.17  -6.71  2.97  -0.352
N  -3.79  -5.04  1.56  -0.184
C  -3.59  -3.68  1.05  -0.581
C  -2.87  -2.88  2.11  -0.920
C  -1.52  -3.49  2.43  -0.222
N  -0.95  -2.98  3.66  -0.525
H  1.34  -6.44  2.17  0.340
H  1.48  -5.14  0.97  0.324
H  1.14  -4.76  2.65  0.309
H  -0.41  -6.57  -0.10  0.252
H  -4.09  -6.78  3.38  0.262
H  -2.57  -7.52  3.00  0.218
H  -4.13  -5.72  0.89  0.306
H  -3.01  -3.74  0.12  0.301
H  -4.57  -3.25  0.84  0.383
H  -2.68  -1.89  1.68  0.423
H  -3.49  -2.76  3.00  0.425
H  -0.84  -3.25  1.61  0.415
H  -0.58  -3.74  4.21  0.286
H  -1.67  -2.55  4.23  0.276
C  1.32  0.10  -0.72  -0.624
C  0.85  -0.78  0.25  -0.520
C  0.40  -0.28  1.47  -0.045
C  0.42  1.08  1.71  -0.833
C  0.88  1.96  0.74  -0.205
C  1.34  1.46  -0.48  -0.689
H  1.68  -0.29  -1.67  0.401
H  0.84  -1.84  0.05  0.357
H  0.04  -0.96  2.23  0.520
H  0.06  1.47  2.66  0.387
H  0.90  3.02  0.93  0.675
H  1.71  2.14  -1.23  0.577
C  3.33  -7.89  -1.27  -0.499
C  4.08  -7.28  -2.26  -0.384
C  3.45  -6.73  -3.37  -0.400
C  2.07  -6.79  -3.49  -0.474
C  1.32  -7.40  -2.50  -0.428
C  1.95  -7.95  -1.39  -0.301
H  3.82  -8.32  -0.41  0.382
H  5.16  -7.23  -2.17  0.379
H  4.04  -6.26  -4.15  0.376
H  1.58  -6.36  -4.35  0.382
H  0.24  -7.45  -2.59  0.438
H  1.36  -8.44  -0.62  0.550
C  -2.60  6.82  0.28  -0.523
C  -2.24  5.64  -0.35  -0.510
C  -1.71  4.59  0.39  -0.387
C  -1.54  4.73  1.76  -0.362
C  -1.90  5.91  2.39  -0.446
C  -2.42  6.96  1.65  -0.371
H  -3.01  7.64  -0.30  0.390
H  -2.38  5.53  -1.42  0.444
H  -1.42  3.67  -0.10  0.624
H  -1.13  3.91  2.34  0.398
H  -1.76  6.02  3.46  0.387
H  -2.69  7.89  2.14  0.361
C  2.87  6.42  2.27  -0.620
C  3.76  7.12  1.48  -0.422
C  3.31  7.73  0.31  -0.391
C  1.98  7.64  -0.05  -0.656
C  1.08  6.94  0.75  0.336
C  1.53  6.33  1.91  -0.117
H  3.22  5.94  3.18  0.369
H  4.80  7.19  1.76  0.369
H  4.01  8.28  -0.31  0.377
H  1.63  8.12  -0.95  0.380
H  0.04  6.87  0.47  0.141
H  0.84  5.78  2.54  0.242
C  -0.12  3.48  -5.88  -0.415
C  -0.28  2.39  -5.03  -0.510
C  -0.32  2.58  -3.66  -0.284
C  -0.21  3.87  -3.13  -0.205
C  -0.06  4.95  -3.98  -0.526
C  -0.01  4.76  -5.36  -0.429
H  -0.09  3.33  -6.95  0.362
H  -0.36  1.39  -5.44  0.363
H  -0.43  1.74  -2.99  0.406
H  -0.24  4.02  -2.06  0.435
H  0.02  5.95  -3.57  0.420
H  0.11  5.60  -6.02  0.372

For the frontier orbital gap, the calculation gives 6.76 eV. Its electronic energy is -45689.320 eV. The value obtained for the LUMO energy is -3.6 eV. The total charge is +1. As for the HOMO energy: -10.31 eV. As for the spin multiplicity: 1.

***

4.
Entry from OMol25: C35H44BaFN7O4S6Si as an isolated structure in a non-equilibrium geometry (wB97M-V/def2-TZVPD).

Last column: Mulliken charge in e.
Atoms and positions in Å:
Ba  0.79  0.22  1.30  1.826
C  0.87  -2.50  -4.93  -0.758
C  2.16  -2.51  -4.13  -1.015
S  1.98  -2.36  -2.32  0.457
C  1.00  -3.82  -1.87  -1.256
C  -0.51  -3.67  -2.05  -0.771
S  -1.04  -1.96  -1.63  -0.055
C  -2.30  -1.63  -2.90  -0.635
C  -1.83  -1.69  -4.35  -0.937
S  -0.16  -1.00  -4.67  -0.087
H  0.26  -3.38  -4.70  0.283
H  1.12  -2.52  -6.00  0.508
H  2.78  -1.66  -4.39  0.386
H  2.71  -3.43  -4.34  0.409
H  1.23  -3.95  -0.81  0.388
H  1.38  -4.68  -2.43  0.459
H  -1.03  -4.36  -1.38  0.558
H  -0.82  -3.87  -3.07  0.261
H  -2.63  -0.63  -2.64  0.432
H  -3.14  -2.32  -2.75  0.313
H  -2.51  -1.09  -4.96  0.460
H  -1.84  -2.71  -4.74  0.409
C  -2.59  0.11  3.93  -1.116
C  -1.31  0.56  4.57  0.313
C  -1.27  0.86  5.92  -0.713
C  -0.04  1.23  6.47  -0.643
C  1.06  1.31  5.67  -0.498
C  0.95  1.02  4.28  0.634
N  -0.24  0.63  3.79  0.148
N  1.95  1.11  3.42  0.002
Si  3.51  1.73  3.68  -0.168
C  4.65  0.59  4.74  -1.198
C  4.32  1.84  1.97  -0.503
C  3.56  3.47  4.50  -1.187
H  -3.42  0.75  4.23  0.376
H  -2.82  -0.91  4.23  0.262
H  -2.50  0.13  2.84  0.021
H  -2.16  0.81  6.54  0.392
H  0.04  1.46  7.53  0.397
H  2.03  1.57  6.06  0.309
H  4.59  -0.43  4.39  0.322
H  4.38  0.59  5.80  0.324
H  5.69  0.90  4.67  0.365
H  4.23  0.88  1.47  -0.257
H  5.38  2.09  2.03  0.398
H  3.83  2.58  1.35  0.251
H  3.04  3.49  5.45  0.353
H  3.08  4.20  3.84  0.305
H  4.58  3.82  4.68  0.387
F  5.17  -0.81  -3.23  -0.444
C  5.32  -1.82  -2.34  0.413
C  4.86  -1.66  -1.07  -0.299
N  4.99  -2.64  -0.14  0.187
C  4.43  -2.46  1.18  -1.088
C  2.92  -2.01  1.09  0.886
O  2.07  -2.82  1.44  -0.781
O  2.74  -0.86  0.66  -0.689
C  5.60  -3.84  -0.44  0.494
O  5.77  -4.74  0.36  -0.689
N  6.04  -3.96  -1.75  -0.065
C  5.96  -3.02  -2.78  0.353
O  6.42  -3.29  -3.88  -0.703
H  4.33  -0.77  -0.76  0.405
H  4.98  -1.68  1.72  0.274
H  4.52  -3.42  1.71  0.365
H  6.48  -4.84  -1.97  0.230
C  -0.35  3.64  1.69  -0.948
C  0.42  3.58  0.42  0.196
C  0.78  4.62  -0.42  -0.776
C  1.47  4.05  -1.50  -0.909
C  1.50  2.69  -1.26  -0.048
C  2.07  1.61  -2.13  -0.201
N  0.86  2.40  -0.10  0.434
H  -0.67  4.66  1.89  0.338
H  0.26  3.30  2.53  0.057
H  -1.23  3.00  1.63  0.149
H  0.56  5.67  -0.27  0.416
H  1.89  4.57  -2.34  0.418
H  2.85  2.01  -2.77  0.338
H  1.29  1.17  -2.76  0.107
H  2.48  0.81  -1.51  -0.390
S  -8.55  1.99  1.33  -0.509
C  -7.17  1.42  0.63  0.301
S  -5.70  1.23  1.54  -0.155
C  -4.90  0.52  0.03  0.034
N  -5.74  0.53  -0.94  -0.883
N  -6.97  1.01  -0.65  0.577
C  -7.87  0.96  -1.72  0.587
C  -9.16  1.49  -1.68  -0.396
C  -9.99  1.37  -2.78  -0.706
C  -9.56  0.75  -3.94  -0.391
C  -8.27  0.25  -3.99  -0.638
C  -7.43  0.35  -2.90  -0.314
S  -3.36  -0.05  0.01  -0.254
H  -9.52  1.98  -0.79  0.163
H  -10.99  1.78  -2.72  0.339
H  -10.22  0.66  -4.79  0.357
H  -7.91  -0.22  -4.90  0.339
H  -6.42  -0.03  -2.94  0.607

For the frontier orbital gap, the calculation gives 5.41 eV. Its electronic energy is -131938.141 eV. Its energy relative to the best compared isomer or geometry (same formula, charge and spin) is 26.4 kcal/mol. The value obtained for the LUMO energy is 3.5 eV. The total charge is -2. As for the HOMO energy: -1.87 eV. As for the spin multiplicity: 1.